DFT (wB97M-V/def2-TZVPD) results for 2 unconnected molecules or ions with the total composition C2H8NO3P.

Computed properties:
Relative energy (zero: lowest compared OMol25 entry of this formula, charge and spin): 4.221 eV
HOMO energy (alpha / beta): -9.6787 / -7.7879 eV
LUMO level (alpha / beta): -0.60 / -1.05 eV
Charge: 0

Cartesian coordinates (Å):
C (2.78207, 0.58705, -0.65269)
C (-1.88716, -1.75784, 0.94991)
N (-1.22636, 0.11676, -1.53226)
O (-1.01266, 2.07025, 0.50276)
O (1.90664, 0.65989, 0.37586)
O (-1.59489, -0.35279, 1.12921)
P (-0.89687, 0.53210, -0.04841)
H (2.49863, 0.86657, -1.63476)
H (3.31725, -0.44490, -0.75893)
H (3.57079, 1.32064, -0.31955)
H (-1.01524, -2.31288, 1.08303)
H (-2.52128, -1.85745, -0.02275)
H (-2.56095, -2.06150, 1.78750)
H (-0.76966, 0.68802, -2.19987)
H (-0.59032, 1.94606, 1.34096)